Below is a gas-phase ion, C10H15N2O2 (charge +1), with properties calculated with ωB97M-V/def2-TZVPD.

Calculated values
- maximum force (eV/Å) = 5.623
- LUMO (eV) = -3.7307
- total charge = +1
- SMILES = C[N+](C)(C)/C=[N+](\[O-])Oc1ccccc1
- HOMO energy (eV) = -12.30
- relative energy (zero: lowest compared OMol25 entry of this formula, charge and spin) (kcal/mol) = 125.37
- E (eV) = -17675.734

Cartesian coordinates (Å):
C 5.37631 -0.53544 0.49294
C 4.55595 -0.67359 -0.61291
C 4.84541 0.15558 1.57336
C 3.27991 -0.09892 -0.62787
C 3.51207 0.48473 1.64016
C 2.72078 0.38773 0.51393
C -2.04067 0.34440 -1.65989
C -2.02021 -1.47921 0.10833
C -3.13222 0.69220 0.51790
C -0.84297 0.76441 0.31217
N 0.35122 0.29262 -0.00456
N -2.00898 0.08275 -0.23732
O 1.36616 0.91659 0.65611
O 0.49431 -0.77753 -0.61392
H 6.41385 -0.86892 0.52447
H 4.70597 -1.20860 -1.47674
H 5.43594 0.59419 2.38695
H 2.56096 -0.45259 -1.46650
H 3.19012 1.00838 2.47206
H -0.95469 0.15692 -2.01419
H -2.56602 -0.54176 -2.32473
H -2.46401 1.31129 -2.00522
H -1.33486 -1.97613 -0.53093
H -1.73671 -1.53273 1.14349
H -3.03786 -1.75091 -0.12412
H -4.12085 0.51200 0.00319
H -2.98164 0.26643 1.49341
H -3.08536 1.80913 0.77369
H -0.97209 1.85096 0.50531

Below is a molecular structure, C25H32CoN4Te, with properties calculated with ωB97M-V/def2-TZVPD.

Calculated values
- multiplicity = 5
- maximum force (eV/Å) = 0.541
- LUMO (spin up / spin down) (eV) = -2.1993 / -5.2141
- total charge = +1
- HOMO energy (spin up / spin down) (eV) = -10.72 / -10.96
- E (eV) = -77319.222

Cartesian coordinates (Å):
Co -0.71040 0.36161 0.66147
C 3.23659 -0.41315 -1.04793
C 3.98503 -0.38200 0.12188
C 3.34777 -0.29721 1.34353
C 1.95687 -0.24522 1.39995
N 1.24615 -0.25119 0.25440
C 1.86709 -0.33825 -0.92866
C 1.16855 -0.17970 2.66748
C 1.80008 -0.37353 3.89570
C 1.06215 -0.34288 5.06764
C -0.30714 -0.11941 5.01008
C -0.92455 0.07357 3.77983
C -0.21788 0.04960 2.57740
H 3.70012 -0.49441 -2.02086
H 5.06596 -0.42325 0.07882
H 3.92702 -0.26537 2.25373
H 1.22877 -0.35156 -1.80500
H 2.86468 -0.56474 3.95673
H 1.55288 -0.49732 6.01999
H -0.89012 -0.10293 5.92375
H -1.99552 0.24902 3.77294
C -2.88203 2.19497 1.63730
N -2.63154 3.21977 0.63596
C -3.59282 3.17971 -0.47196
C -1.30778 3.33506 0.19641
N -0.53444 2.28334 0.08556
N -0.90489 4.57211 -0.12382
C 0.42520 4.76018 -0.68578
C -1.67464 5.78181 0.16244
H -3.91226 2.30584 1.97820
H -2.21045 2.30709 2.48647
H -2.80154 1.16828 1.25798
H -3.55585 2.22408 -1.00538
H -3.38543 3.98505 -1.17679
H -4.60002 3.31616 -0.07979
H 0.42046 2.50992 -0.15779
H 1.20381 4.52965 0.04644
H 0.53588 5.79874 -0.98378
H 0.56792 4.13683 -1.57108
H -2.62409 5.51703 0.61178
H -1.84796 6.33606 -0.76022
H -1.11642 6.41470 0.85285
C -8.19474 0.91833 -0.14381
C -6.78349 0.40288 -0.24962
C -6.16408 -0.22081 0.82361
C -4.86760 -0.72614 0.74021
C -4.26535 -1.38779 1.95438
C -4.19517 -0.58127 -0.46989
Te -2.24255 -1.33428 -0.68553
C -4.78552 0.02598 -1.58262
C -4.07335 0.15652 -2.90662
C -6.07626 0.51622 -1.44420
H -8.50757 1.01076 0.89519
H -8.88935 0.23875 -0.64138
H -8.29602 1.89322 -0.62160
H -6.70512 -0.33296 1.75857
H -5.02010 -1.95963 2.49351
H -3.86700 -0.64106 2.64388
H -3.45066 -2.07536 1.71841
H -3.02382 0.44498 -2.79088
H -4.54671 0.91587 -3.52789
H -4.09525 -0.78610 -3.45920
H -6.54478 0.99872 -2.29627

Below is a single C4H5NO molecule, with properties calculated with ωB97M-V/def2-TZVPD.

Calculated values
- maximum force (eV/Å) = 1.610
- LUMO (eV) = 0.8702
- SMILES = C#CCNC=O
- HOMO energy (eV) = -9.71
- relative energy (zero: lowest compared OMol25 entry of this formula, charge and spin) (kcal/mol) = 77.09
- E (eV) = -7763.184

Cartesian coordinates (Å):
O -0.15102 0.07415 -1.77490
C 0.05224 0.88581 -0.89278
N 1.00738 0.63387 0.09456
C 0.86081 -0.78568 0.46694
C -0.59754 -0.99189 0.31099
C -1.70243 -0.50187 0.38344
H -0.53645 1.81525 -0.82551
H 1.02309 1.25818 0.89357
H 1.52768 -1.40206 -0.14030
H 1.08277 -0.94597 1.52248
H -2.56653 -0.03978 -0.03848

Below is 5 unconnected molecules or ions with the total composition C5H9Cl11, with properties calculated with ωB97M-V/def2-TZVPD.

Calculated values
- maximum force (eV/Å) = 1.297
- LUMO (eV) = 0.2917
- SMILES = ClC(Cl)Cl.ClCCl.ClCCl.ClCCl.ClCCl
- HOMO energy (eV) = -10.84
- relative energy (zero: lowest compared OMol25 entry of this formula, charge and spin) (kcal/mol) = 0.00
- E (eV) = -143077.349

Cartesian coordinates (Å):
C -0.06739 0.68743 -0.41664
Cl 0.91598 1.14195 1.03122
Cl 0.05684 2.06957 -1.56978
Cl -1.80174 0.34029 -0.06509
H 0.48931 -0.16896 -0.79715
C -1.31326 -0.42639 3.78885
Cl -2.52988 -1.57334 3.21004
Cl 0.21050 -1.36680 4.17303
H -1.09365 0.34907 3.05500
H -1.66089 -0.05045 4.75110
C 3.48628 -0.47634 -3.57598
Cl 2.36646 -1.46109 -2.59580
Cl 2.69660 0.64509 -4.70215
H 4.08948 0.14658 -2.91551
H 4.19872 -1.12040 -4.09146
C -3.11184 3.96177 -1.53823
Cl -2.82375 5.63181 -0.94185
Cl -3.55604 3.80390 -3.25836
H -2.22750 3.38808 -1.26089
H -3.93932 3.52374 -0.98009
C 1.09621 -3.78118 1.90157
Cl 0.30748 -2.71117 0.71283
Cl 2.28901 -4.89536 1.17032
H 1.63321 -3.22821 2.67225
H 0.28922 -4.42962 2.24273